[1]
A cluster of 2 separate species, C3H7N3O in total in a non-equilibrium geometry, computed with ωB97M-V with the def2-TZVPD basis set.

Geometry (Å):
C: -2.034 -0.180 0.018
C: 0.294 0.269 -0.059
C: 1.725 -0.117 0.096
H: -2.689 0.586 -0.700
H: -1.929 0.126 1.158
H: -2.811 -0.976 0.011
H: 1.088 2.260 -0.066
H: -0.727 2.309 -0.101
H: 0.847 -1.951 0.394
H: 2.357 -2.408 -0.722
N: -0.627 -0.748 -0.497
N: 0.209 1.616 0.327
N: 1.580 -1.511 0.442
O: 2.716 0.724 -0.302

Maximum force (hartree/bohr): 0.3339
ΔE to the lowest compared entry with this formula, charge and spin (kcal per mole): 207.18
HOMO energy (eV): -9.40
M (g/mol): 101.11
Charge: 0


[2]
An isolated molecule of C3H7N3O in a non-equilibrium geometry, computed with ωB97M-V with the def2-TZVPD basis set.

Geometry (Å):
C: -1.772 -0.251 -0.252
N: -0.964 0.931 -0.307
C: 0.307 0.819 -0.317
N: 1.107 1.934 -0.532
C: 1.078 -0.405 0.110
O: 2.274 -0.382 0.303
N: 0.305 -1.488 0.637
H: -2.838 0.037 -0.195
H: -1.205 -0.926 0.553
H: -1.632 -0.919 -1.119
H: 1.948 1.936 0.031
H: 0.556 2.779 -0.424
H: 0.127 -2.264 0.007
H: 0.707 -1.801 1.507

Maximum force (hartree/bohr): 0.0609
ΔE to the lowest compared entry with this formula, charge and spin (kcal per mole): 47.47
HOMO energy (spin up / spin down) (eV): -8.70 / -8.70
M (g/mol): 101.11
Charge: 0


[3]
An isolated molecule of C3H7N3O in a non-equilibrium geometry, computed with ωB97M-V with the def2-TZVPD basis set.

Geometry (Å):
N: 1.484 0.534 0.954
C: 0.356 -0.103 0.348
N: 0.101 -1.503 0.643
N: -1.810 0.085 -0.775
C: 1.591 0.299 -0.404
C: -0.725 0.794 -0.196
O: 2.337 -0.369 -1.099
H: 1.382 1.496 1.256
H: 0.092 -2.039 -0.225
H: 0.867 -1.890 1.196
H: -2.654 0.638 -0.874
H: -1.975 -0.818 -0.334
H: 0.010 1.332 -1.017
H: -1.056 1.544 0.527

Maximum force (hartree/bohr): 0.1248
ΔE to the lowest compared entry with this formula, charge and spin (kcal per mole): 99.26
HOMO energy (eV): -8.31
M (g/mol): 101.11
Charge: 0


[4]
An isolated molecule of C3H7N3O in a non-equilibrium geometry, computed with ωB97M-V with the def2-TZVPD basis set.

Geometry (Å):
C: -0.006 -1.903 -0.024
C: -0.951 0.420 -0.116
N: 2.101 1.676 0.592
C: -1.026 -0.884 -0.426
O: -1.991 1.273 -0.434
N: 0.118 0.965 0.551
N: 1.108 1.181 -0.174
H: -2.740 0.730 -0.727
H: 2.767 2.232 0.066
H: 1.751 2.105 1.443
H: -1.870 -1.263 -0.994
H: 0.852 -1.890 -0.703
H: 0.339 -1.739 1.002
H: -0.452 -2.902 -0.058

Maximum force (hartree/bohr): 0.0680
ΔE to the lowest compared entry with this formula, charge and spin (kcal per mole): 72.28
HOMO energy (eV): -8.27
M (g/mol): 101.11
Charge: 0


[5]
An isolated molecule of C3H7N3O in a non-equilibrium geometry, computed with ωB97M-V with the def2-TZVPD basis set.

Geometry (Å):
C: -1.412 0.261 -0.677
C: 1.125 -0.157 -0.738
N: -0.247 0.271 2.005
C: -0.232 -0.666 -0.553
O: 1.878 -0.213 -1.844
N: 1.504 0.116 0.476
N: 0.397 -0.513 1.092
H: 2.799 -0.036 -1.606
H: -0.039 1.266 1.951
H: -0.193 -0.123 2.935
H: -0.432 -1.675 -0.917
H: -1.730 0.329 -1.719
H: -2.247 -0.118 -0.086
H: -1.170 1.260 -0.318

Maximum force (hartree/bohr): 0.0434
ΔE to the lowest compared entry with this formula, charge and spin (kcal per mole): 89.97
HOMO energy (eV): -8.15
M (g/mol): 101.11
Charge: 0


[6]
An isolated molecule of C3H7N3O, computed with ωB97M-V with the def2-TZVPD basis set.

Geometry (Å):
C: 2.265 -0.293 -0.005
N: 0.855 -0.079 0.245
C: 0.180 0.994 -0.296
O: 0.702 1.925 -0.880
N: -1.198 0.863 -0.123
C: -1.831 -0.366 0.023
N: -3.048 -0.459 0.374
H: 2.452 -0.255 -1.084
H: 2.511 -1.300 0.354
H: 2.905 0.442 0.503
H: 0.471 -0.491 1.083
H: -1.768 1.670 -0.350
H: -1.176 -1.212 -0.217
H: -3.320 -1.440 0.371

Maximum force (hartree/bohr): 0.0110
ΔE to the lowest compared entry with this formula, charge and spin (kcal per mole): 7.49
HOMO energy (eV): -9.87
M (g/mol): 101.11
Charge: 0